{
  "formula": "C25H24FN5O3",
  "method": "ωB97M-V with the def2-TZVPD basis set",
  "symbols": ["H", "N", "C", "C", "C", "O", "N", "C", "C", "C", "C", "C", "O", "C", "C", "C", "O", "N", "C", "C", "C", "C", "C", "C", "N", "C", "N", "C", "C", "C", "C", "C", "F", "C", "C", "H", "H", "H", "H", "H", "H", "H", "H", "H", "H", "H", "H", "H", "H", "H", "H", "H", "H", "H", "H", "H", "H", "H"],
  "positions_angstrom": [[0.35036, 0.08556, 3.28738], [-0.18210, 0.37490, 2.47760], [0.43562, 0.29232, 1.36129], [1.79977, -0.16113, 1.11540], [2.66495, -0.64394, 2.23474], [3.81848, -0.28219, 2.36407], [2.08370, -1.55671, 3.04871], [2.72544, -2.06057, 4.23649], [2.12864, -1.42320, 5.49785], [2.42634, 0.08534, 5.64430], [1.07196, 0.70326, 6.02485], [0.18152, -0.52643, 6.25276], [0.71624, -1.54501, 5.43860], [2.34105, -0.10388, -0.12654], [1.57345, 0.33508, -1.23373], [2.11553, 0.35335, -2.55426], [3.22972, 0.02030, -2.89942], [1.18727, 0.82403, -3.55387], [1.62952, 0.87355, -4.83968], [0.82838, 1.30210, -5.84457], [-0.49099, 1.70359, -5.54832], [-0.95573, 1.66268, -4.26608], [-2.33831, 2.07163, -3.88673], [-0.09249, 1.20698, -3.22124], [-0.55377, 1.16979, -1.99431], [0.24986, 0.73947, -1.01136], [-0.27212, 0.71447, 0.23512], [-1.65100, 1.13621, 0.40515], [-2.61517, 0.22293, -0.29882], [-2.38184, -1.14559, -0.36137], [-3.26827, -1.98821, -1.00632], [-4.40218, -1.44536, -1.58141], [-5.27139, -2.25940, -2.21913], [-4.66977, -0.09028, -1.52294], [-3.76702, 0.73764, -0.88028], [1.10696, -1.78652, 2.94856], [3.78829, -1.82111, 4.16826], [2.59121, -3.14466, 4.27986], [2.50413, -1.96643, 6.38046], [3.17996, 0.25152, 6.41136], [2.80293, 0.49321, 4.70783], [0.67603, 1.30982, 5.21087], [1.13168, 1.32235, 6.91705], [0.21603, -0.83556, 7.30803], [-0.85645, -0.37711, 5.95501], [3.36272, -0.40947, -0.29627], [2.65104, 0.54699, -4.97067], [1.19716, 1.33397, -6.85585], [-1.13363, 2.04402, -6.34600], [-2.84067, 1.24774, -3.38394], [-2.90739, 2.37133, -4.76185], [-2.29628, 2.89773, -3.17996], [-1.75957, 2.15309, 0.02168], [-1.82609, 1.12279, 1.48600], [-1.49728, -1.56015, 0.09854], [-3.09326, -3.05085, -1.06477], [-5.56646, 0.29973, -1.97839], [-3.96150, 1.79829, -0.83096]],
  "total_energy_ev": -42626.777,
  "smiles": "[H]/N=c1\\c(C(=O)NC[C@H]2CCCO2)cc2c(=O)n3cccc(C)c3nc2n1Cc1ccc(F)cc1",
  "e_above_lowest_kj_mol": 0.00,
  "charge": 0,
  "orbital_gap_ev": 7.6,
  "homo_energy_ev": -8.0
}